The following is a DFT calculation (ωB97M-V/def2-TZVPD) of a single C7H5F3N2O2 molecule in a non-equilibrium geometry.

Output
strongest force on any atom: 1.87 eV Å⁻¹
electronic energy: -829.3077 hartree
HOMO-LUMO gap: 10.8 eV
charge: 0
structure (SMILES): C[C@@]1(N=C=O)[C@@H](C#N)[C@@]1(O)C(F)(F)F
E_HOMO: -0.3910 hartree
2S+1: 1

```
19
Properties=species:S:1:pos:R:3:forces:R:3:lowdin_charge:R:1
C -0.2617 -0.4244 -1.1694 0.1 -0.1 0.0 0.02
C -0.2054 0.2056 0.2148 0.3 -0.4 -0.3 -0.31
N -1.4314 0.8236 0.6031 0.5 0.3 0.4 0.20
C -2.6179 0.8349 0.3808 1.8 0.2 0.5 -0.30
O -3.7576 0.9920 0.3145 -1.2 -0.1 -0.3 0.20
C 0.5431 -0.5497 1.3238 0.0 0.6 0.2 -0.09
C 1.0890 -1.8329 1.0496 -0.1 -0.2 0.0 -0.20
N 1.4689 -2.8865 0.8183 0.2 -0.5 -0.1 0.19
C 1.1400 0.7404 0.7779 -1.5 0.0 0.0 -0.28
O 1.1628 1.8607 1.5821 0.0 0.0 0.2 0.08
C 2.3899 0.7485 -0.0846 0.4 0.2 -0.5 -0.56
F 2.2449 1.5816 -1.1309 -0.2 0.1 0.1 0.16
F 3.4477 1.1712 0.6058 -0.1 0.0 0.3 0.18
F 2.7112 -0.4436 -0.5927 -0.2 -0.2 0.1 0.16
H -0.4048 -1.5018 -1.0895 0.0 0.0 0.0 0.09
H 0.6406 -0.2458 -1.7457 0.0 -0.1 0.0 0.08
H -1.0979 -0.0066 -1.7254 0.0 0.1 0.0 0.09
H 0.1362 -0.4660 2.3276 0.0 0.2 -0.1 0.17
H 0.2666 2.0898 1.8613 0.0 0.0 -0.2 0.12
```
Forces are in eV/Å.